ORCA calculation (ωB97M-V/def2-TZVPD) on a cluster of 3 separate species, C16H29ClF3NO4S in total.

The geometry in ORCA input format:
```
! RIJCOSX wB97M-V def2-TZVPD def2/J DEFGRID3
* xyz 0 1
C -5.33 1.46 -0.41
C 6.64 -1.71 -1.66
H 2.20 -3.06 0.83
C -1.65 -0.58 1.04
H 1.44 -1.49 2.36
C -7.64 2.56 -0.09
H -0.48 -2.39 1.04
C 1.43 -0.33 0.55
H -1.80 0.31 1.65
C 1.67 -1.42 -0.50
H -6.03 0.98 1.59
O 8.20 -1.62 1.06
H 0.72 -1.86 -0.81
H -8.57 1.36 -1.65
Cl 9.53 -0.10 -1.49
H 2.38 0.13 0.80
H -3.44 2.60 1.31
C -0.59 -1.49 1.65
H -4.46 0.32 1.19
O 7.20 -0.78 -2.52
H 2.09 -0.95 -1.39
H -4.21 2.14 2.83
C 6.13 0.08 -0.09
H -7.56 2.54 1.00
H -0.94 -1.83 2.63
C 2.61 -2.53 -0.02
H -5.01 3.28 1.76
C 8.56 -0.87 -2.76
C -6.25 2.64 -0.72
H -6.36 2.71 -1.81
O 6.31 -2.80 -2.05
N 6.32 -1.32 -0.31
H -7.98 0.41 -0.28
H -1.38 -0.26 0.03
O 6.82 0.99 -0.39
F 8.92 -2.14 -2.84
H 0.64 0.05 2.50
H -9.45 1.36 -0.12
C -4.40 2.38 1.78
C 0.76 -0.81 1.84
H 8.53 1.12 -4.07
H -5.77 3.57 -0.41
H 3.58 -2.11 0.27
H -2.61 -1.11 0.97
H -5.74 0.54 -0.85
F 6.48 -2.97 1.19
H -8.19 3.47 -0.35
C -5.09 1.21 1.08
C 7.12 -1.95 0.69
C -8.45 1.35 -0.56
H 0.82 0.46 0.10
S 8.91 -0.13 -4.39
H 2.78 -3.25 -0.82
H -4.37 1.62 -0.90
F 4.97 0.25 0.51
*
```

Calculated values
- max |F| (hartree/bohr) = 0.040
- energy (Eh) = -2140.7253
- orbital gap (eV) = 10.2
- structure (SMILES) = O=C(F)N(C(=O)F)C(=O)O[C@@](F)(S)Cl.CCCCCC.CCCCCC
- HOMO (eV) = -10.237


ORCA calculation (ωB97M-V/def2-TZVPD) on a structure of composition C16H29IrN4OSe.

The geometry in ORCA input format:
```
! RIJCOSX wB97M-V def2-TZVPD def2/J DEFGRID3
* xyz 2 1
C -6.07 -3.14 -0.27
H 3.73 -1.18 0.26
C 2.03 -1.79 1.42
H -0.21 0.72 -2.47
N 0.42 1.64 1.04
H -3.62 4.53 -2.05
H -6.87 -4.92 0.61
C 2.66 -1.37 0.11
H 2.27 2.58 1.55
H -2.29 4.05 -1.00
C -4.73 -4.86 0.76
H 0.03 3.12 -3.71
H -0.24 3.03 -1.97
H -0.79 0.96 -4.12
H -4.46 2.25 -2.20
H 0.44 -2.78 0.59
N 1.99 -0.17 -0.44
C -3.59 -4.15 0.47
C -0.68 2.81 -2.95
Se -2.12 -2.03 -0.74
H -4.14 2.62 -0.48
C 2.55 1.12 0.02
N 0.59 -1.97 1.18
H -2.95 1.17 -3.37
H 2.56 -2.17 -0.62
H 2.06 0.93 2.12
H 2.50 -2.72 1.76
C -3.69 2.47 -1.46
C -3.69 -2.93 -0.20
H 0.10 -2.14 2.06
C -2.63 1.41 -1.43
C -5.98 -4.36 0.39
H -5.01 -1.47 -1.09
H -0.08 1.83 1.91
H -4.66 -5.82 1.26
C 1.87 1.60 1.28
H -1.65 4.67 -3.31
H 3.63 1.04 0.19
O -2.01 1.17 -0.38
C -1.97 3.65 -3.10
H -7.04 -2.75 -0.55
N -2.28 0.95 -2.66
H 2.39 1.86 -0.77
Ir -0.30 -0.23 0.03
C -4.94 -2.41 -0.57
C -0.91 1.29 -3.09
H 2.17 -1.04 2.19
C -2.89 3.74 -1.86
H -2.53 3.32 -3.97
H 0.20 2.40 0.40
H -2.62 -4.54 0.74
H 2.12 -0.20 -1.45
*
```

Calculated values
- max |F| (hartree/bohr) = 0.040
- energy (Eh) = -3426.4931
- orbital gap (alpha / beta) (eV) = 5.5 / 5.4
- HOMO (alpha / beta) (eV) = -13.594 / -13.594
- energy above the lowest of the compared OMol25 structures with the same formula, charge and spin (kcal per mole) = 0.0


ORCA calculation (ωB97M-V/def2-TZVPD) on an isolated molecule of C16H29N3O5S.

The geometry in ORCA input format:
```
! RIJCOSX wB97M-V def2-TZVPD def2/J DEFGRID3
* xyz 0 1
H 4.91 -2.73 1.39
H -3.71 -2.07 -1.11
O 4.05 -1.34 0.23
H -0.42 1.69 2.76
C 4.15 1.14 -0.77
H 3.43 3.02 -1.64
C 2.79 -2.66 1.86
C 3.29 2.42 -0.73
C 1.31 2.01 0.57
H 2.81 -3.60 2.40
H 4.41 0.84 0.25
H -5.11 0.45 -0.11
H -4.14 -1.72 0.57
C -1.43 -0.59 1.19
H 0.31 -0.54 -0.10
H 5.07 1.31 -1.34
N 3.37 0.08 -1.37
O -1.94 -0.18 -1.51
H -1.49 -0.84 2.26
H 2.86 -1.83 2.56
H -2.94 2.35 1.22
H 3.10 0.99 -3.20
H -4.83 0.05 -1.82
C -5.81 -2.27 -0.68
N -2.48 0.37 0.93
H -0.82 3.13 1.82
O -2.95 2.00 -1.00
C -4.50 -0.12 -0.80
H 1.85 -2.58 1.32
C -4.46 -1.60 -0.47
C -0.04 -0.06 0.82
H -0.65 1.73 -0.27
C -0.88 2.05 1.83
C 3.95 -2.61 0.88
O 1.90 2.41 1.57
H -1.66 -1.48 0.61
O 2.43 -1.97 -1.22
H -6.13 -2.18 -1.71
H 0.48 0.92 -1.73
N 1.89 2.05 -0.65
C -0.11 1.47 0.64
H 0.67 -0.28 1.62
H 3.84 -3.39 0.12
C -2.34 1.59 1.72
H -5.75 -3.32 -0.42
S -2.83 0.60 -0.70
C 2.49 0.50 -2.43
H 3.54 3.03 0.14
H 2.03 -0.39 -2.86
C 3.21 -1.14 -0.81
H 1.22 2.26 -2.61
H -6.57 -1.81 -0.04
C 1.41 1.46 -1.88
H -2.77 1.40 2.71
*
```

Calculated values
- max |F| (hartree/bohr) = 0.022
- energy (Eh) = -1565.7648
- orbital gap (eV) = 9.7
- structure (SMILES) = CCCS(=O)(=O)N1CCC(C(=O)N2CCN(C(=O)OCC)CC2)CC1
- HOMO (eV) = -9.052
- energy above the lowest of the compared OMol25 structures with the same formula, charge and spin (kcal per mole) = 5.6


ORCA calculation (ωB97M-V/def2-TZVPD) on a cluster of 3 separate species, C16H29NO10S2 in total.

The geometry in ORCA input format:
```
! RIJCOSX wB97M-V def2-TZVPD def2/J DEFGRID3
* xyz 0 1
H 9.04 -1.20 3.22
S 5.54 -1.57 3.16
C 7.99 0.11 4.55
N 1.52 1.23 -1.34
H 3.94 -3.28 2.94
H -9.67 -1.05 -3.84
C 5.03 -3.26 3.03
C -0.67 -0.19 -1.66
C -6.24 -0.51 -0.03
H -6.76 -1.32 0.49
O -9.95 -0.98 -1.07
H 7.02 0.62 4.62
H -8.03 0.68 -0.32
H -5.45 -0.96 -0.63
H -1.11 -0.96 -2.42
H -6.66 1.13 -1.33
H 7.86 -0.19 2.40
H -0.23 1.80 -2.68
O 5.37 -0.94 1.87
C 3.84 0.27 -0.47
O -8.20 -2.80 -1.15
H 4.62 1.08 -0.86
H 0.83 0.35 -3.31
O 7.13 -1.86 3.40
H -0.23 -0.83 -0.76
O 4.98 -1.01 4.37
H -3.58 0.93 -2.71
C -3.18 1.16 -1.63
C 2.94 3.54 -0.56
H 5.33 -3.79 3.93
O -0.50 1.33 1.21
O -4.96 2.72 -0.43
C -3.83 1.99 -0.38
H 8.10 -0.49 5.45
H 4.44 -0.76 -0.43
C -1.66 1.29 0.50
H 2.86 3.01 0.50
H 2.86 -0.07 -2.57
C -1.89 0.74 -1.02
H -8.33 -2.25 -3.93
O -7.67 -0.50 -1.99
H -5.79 0.13 0.73
H -9.96 -2.77 -3.42
H 8.77 0.87 4.52
H 3.58 0.60 0.63
C 8.04 -0.77 3.31
H 4.08 3.44 -0.90
H 1.98 -0.88 -1.11
S -8.82 -1.62 -1.71
C -9.23 -1.95 -3.40
C 2.54 0.12 -1.45
O 1.97 3.18 -2.89
H 5.48 -3.71 2.14
C 0.41 0.86 -2.32
H 2.57 4.65 -0.53
O -3.01 1.78 0.85
C 2.11 2.60 -1.66
C -7.19 0.28 -0.91
*
```

Calculated values
- max |F| (hartree/bohr) = 0.196
- energy (Eh) = -2230.2750
- orbital gap (eV) = 7.9
- structure (SMILES) = CCN(CCC1=CC(=O)OC1=O)C(C)=O.CCOS(C)(=O)=O.CCOS(C)(=O)=O
- HOMO (eV) = -9.584


ORCA calculation (ωB97M-V/def2-TZVPD) on a cluster of 3 separate species, C16H29O11P in total.

The geometry in ORCA input format:
```
! RIJCOSX wB97M-V def2-TZVPD def2/J DEFGRID3
* xyz 0 1
C 2.25 -2.58 1.13
O -0.77 0.22 -1.79
O 0.28 2.18 0.60
O -1.33 -1.33 1.75
H -1.96 -0.98 2.39
C 6.18 2.25 0.40
H -6.93 0.24 -3.75
O 6.49 4.06 2.03
H 5.34 0.25 -0.04
H -5.97 2.53 -3.30
C -4.65 1.06 -2.41
C -7.16 0.80 -2.84
H 7.19 1.85 0.33
H -3.62 1.64 -4.22
O 1.04 -3.05 0.74
H -0.37 -2.14 -0.79
H 2.80 -3.27 3.06
H 5.83 0.21 2.35
H 2.54 -5.41 0.90
C 0.09 2.49 1.96
H 0.44 0.20 1.19
C 5.12 1.16 0.52
H -1.77 1.21 -0.25
H 0.19 -4.92 0.66
C 0.26 0.80 0.30
C -3.58 1.85 -3.15
H 3.97 -3.68 1.80
H 1.07 0.60 -0.40
C -6.02 1.76 -2.52
H -4.74 0.07 -2.88
H 0.45 3.50 2.12
C -1.05 0.40 -0.39
O 2.64 -1.50 0.79
C 6.07 2.98 1.73
H -8.09 1.35 -3.02
C 2.91 -3.61 2.03
C 5.08 0.93 2.02
C 2.11 -4.88 1.75
O -2.30 -0.55 -3.25
O -3.36 -1.00 0.23
H 6.02 2.95 -0.42
O 5.39 2.20 2.61
O -2.24 1.62 -2.66
C 0.74 -4.31 1.37
H 0.67 1.81 2.60
H 4.10 0.61 2.38
H -7.32 0.10 -2.03
H 4.16 1.54 0.18
C -1.85 0.35 -2.62
H 0.11 -4.11 2.23
H -6.23 2.29 -1.59
O -1.29 -2.32 -0.56
H -0.97 2.43 2.25
H -3.73 2.92 -3.01
H -4.36 0.90 -1.37
P -1.90 -1.11 0.26
H 2.05 -5.57 2.59
*
```

Calculated values
- max |F| (hartree/bohr) = 0.009
- energy (Eh) = -1796.1670
- orbital gap (eV) = 10.1
- structure (SMILES) = CCCCOC(=O)O[C@H](COC)P(=O)(O)O.O=C1CCCO1.O=C1CCCO1
- HOMO (eV) = -9.839
- energy above the lowest of the compared OMol25 structures with the same formula, charge and spin (kcal per mole) = 0.0


ORCA calculation (ωB97M-V/def2-TZVPD) on a structure of composition C16H30AlBrCl4F3KNO18P4.

The geometry in ORCA input format:
```
! RIJCOSX wB97M-V def2-TZVPD def2/J DEFGRID3
* xyz -3 1
H -4.61 -0.45 1.27
H 4.76 -2.74 4.79
F 2.05 -3.33 1.32
C 0.30 1.22 -11.33
O -0.73 1.43 -5.58
O -9.67 -1.36 1.43
C -1.36 0.70 -4.66
H -4.22 -1.09 4.29
H -0.18 -1.27 4.72
H -2.98 1.71 -3.72
O -1.98 -2.75 4.67
H 2.81 -4.37 3.13
H 0.61 0.29 2.46
F 2.65 -1.88 -0.19
O -8.27 -0.30 3.24
O -2.63 2.11 1.20
Cl -0.12 0.20 -13.85
Cl -6.36 -0.47 0.11
C -4.69 -0.10 2.34
H -1.42 1.69 -12.55
N 7.90 -0.24 8.28
H -1.00 0.87 -0.61
H 3.07 -2.36 4.53
C 7.94 0.48 7.38
K -2.65 1.54 5.94
C 8.00 1.40 6.26
P -1.20 -1.77 3.87
C -1.65 2.39 -6.16
H 1.34 0.95 -11.45
H 0.10 2.41 -13.10
H 4.56 -4.56 2.98
H -1.47 2.53 -7.21
O -10.71 0.16 3.08
P -9.44 -0.11 2.27
Cl -0.51 -0.09 -10.46
H -3.45 0.17 -4.52
H -3.77 -2.01 2.83
C 3.46 -1.44 2.03
C -2.39 -0.41 3.30
H 9.03 1.61 5.97
C 3.96 -2.76 4.04
H -4.35 0.95 2.44
O -2.38 0.77 4.16
H -2.06 -0.15 2.27
H -5.74 -0.18 2.63
C -3.80 -1.00 3.27
O -9.13 1.06 1.35
H -3.29 1.11 -6.69
O 7.20 0.67 3.24
H -1.49 3.35 -5.64
P 0.08 1.59 2.87
C -3.03 1.81 -5.89
Br -0.26 0.80 -7.70
Al 0.63 0.35 -1.38
H -3.82 2.57 -5.83
H 0.24 2.10 -10.68
C 3.05 -2.49 0.97
H 7.49 1.00 5.38
O 6.80 -1.37 2.12
O 2.42 -0.87 2.63
H -2.96 1.42 0.59
C -1.02 1.23 4.32
O 4.41 -1.93 3.00
O -0.80 -0.13 -3.96
O 7.77 0.43 0.96
H 4.11 -0.78 1.44
C 3.76 -4.22 3.64
C -2.82 1.06 -4.59
C -0.35 1.52 -12.66
H 7.53 2.35 6.50
O -0.53 1.37 5.42
H -0.72 -2.44 2.72
O -0.35 1.51 -0.22
Cl 6.81 0.06 1.98
O -0.79 3.77 1.06
P -1.04 2.35 1.16
O 5.50 0.53 1.60
H 3.75 -4.86 4.54
F 4.09 -3.28 0.61
*
```

Calculated values
- max |F| (hartree/bohr) = 0.182
- energy (Eh) = -8958.4178
- orbital gap (eV) = 3.4
- HOMO (eV) = -0.829


ORCA calculation (ωB97M-V/def2-TZVPD) on a structure of composition C16H30AuNO.

The geometry in ORCA input format:
```
! RIJCOSX wB97M-V def2-TZVPD def2/J DEFGRID3
* xyz 2 3
C -2.23 -0.37 0.15
C 3.21 -3.24 1.35
H -4.36 -0.69 -0.05
H 0.69 2.93 -5.00
H -1.37 3.11 2.53
H -2.20 3.06 -0.65
C 4.63 -1.29 2.04
H -2.86 1.77 -1.67
H -1.03 0.19 4.17
H -3.71 2.25 -0.19
H -2.48 -2.26 2.78
H 0.73 -0.59 -1.97
H -3.44 -0.67 -1.58
H -0.68 -0.27 -3.71
C 0.87 1.34 -3.55
H 1.96 1.27 -3.56
H 0.46 0.85 3.45
C -0.31 0.07 3.34
H -2.23 -2.91 1.15
H 2.80 0.09 0.91
C -1.92 1.08 0.11
H 0.30 2.68 2.14
H 4.37 -0.65 2.91
C 2.52 -0.98 0.85
H -0.72 1.86 -4.94
H 4.09 -3.72 1.78
H -0.84 -2.65 2.23
C 0.30 -0.05 -3.23
H 5.24 -2.13 2.38
O 1.48 -1.40 0.33
H 0.60 2.03 -2.74
H -0.74 3.42 0.90
C -1.81 -2.24 1.91
Au -0.65 -0.07 -1.39
H 2.31 -3.51 1.92
H 3.06 -3.56 0.31
C -1.15 1.37 1.29
C -1.65 -0.87 1.37
C 0.37 1.89 -4.88
H 0.18 -0.90 3.46
C -0.98 0.18 2.02
H -3.34 -2.07 -0.50
C -2.72 2.09 -0.64
H 5.21 -0.67 1.34
C -0.72 2.71 1.74
C -3.41 -0.98 -0.52
N 3.44 -1.81 1.40
H 0.78 1.32 -5.72
H 0.95 -0.80 -3.71
*
```

Calculated values
- max |F| (hartree/bohr) = 0.050
- energy (Eh) = -892.6182
- orbital gap (alpha / beta) (eV) = 8.6 / 4.6
- HOMO (alpha / beta) (eV) = -14.822 / -14.812
- energy above the lowest of the compared OMol25 structures with the same formula, charge and spin (kcal per mole) = 21.0


ORCA calculation (ωB97M-V/def2-TZVPD) on a structure of composition C16H30BBrN2O12Sr.

The geometry in ORCA input format:
```
! RIJCOSX wB97M-V def2-TZVPD def2/J DEFGRID3
* xyz 1 2
H 2.05 0.82 -3.48
C 3.87 -2.59 -0.94
H 3.59 -3.33 -1.69
Sr 1.53 -0.31 0.65
C -2.09 -0.27 -1.12
H 0.33 -4.31 -0.67
H -1.38 -1.48 2.18
C -5.37 1.31 -3.76
H 2.53 -1.71 -3.23
C -0.09 -3.31 -0.64
H 0.93 -0.17 -2.64
C 0.85 -2.65 3.01
H 4.83 -2.08 -1.10
O -4.64 0.32 -3.37
H 0.12 -2.84 -1.60
C -3.34 -0.99 -0.56
O -5.94 1.40 -4.88
H 1.16 3.78 2.34
C 1.90 3.00 2.21
B -4.06 0.59 -2.04
C -5.31 2.39 -2.69
O -4.44 -0.43 -1.04
O -0.81 1.15 1.54
H -1.07 3.14 1.86
Br 4.11 -0.10 2.12
H 1.08 -0.69 3.62
H -0.81 1.13 3.63
N 2.23 1.15 -1.39
O -3.27 -1.93 0.23
H -1.16 2.66 0.12
C 0.44 -3.43 1.73
C -1.24 0.58 2.80
C 2.85 -0.95 -2.51
O -0.93 -0.36 -0.72
O -4.59 1.91 -1.67
H 3.88 -0.64 -2.72
O 2.82 -1.62 -1.25
H 0.38 -2.97 3.94
H 2.64 3.59 -0.23
C 1.68 3.09 -0.12
H -2.51 2.43 1.10
H -2.32 0.68 2.84
N 0.65 -1.17 2.84
H -1.18 -3.38 -0.53
H 1.41 2.91 -2.16
H -0.57 -3.82 1.89
C -0.82 -0.91 2.92
H 1.92 -2.74 3.21
H 3.13 1.55 -1.61
C 1.33 2.24 -1.31
C 1.92 0.29 -2.54
O -2.56 0.57 -1.99
H 2.93 3.37 2.20
H -1.30 -1.29 3.82
H 3.72 -2.97 0.06
O -5.93 3.47 -2.68
O 0.51 -2.64 0.51
C -1.42 2.39 1.15
H 1.80 2.37 3.09
H 1.09 -4.30 1.68
H 0.98 3.92 -0.02
H 0.29 1.93 -1.42
O 1.65 2.26 1.04
*
```

Calculated values
- max |F| (hartree/bohr) = 0.115
- energy (Eh) = -4269.6013
- orbital gap (alpha / beta) (eV) = 8.1 / 2.4
- HOMO (alpha / beta) (eV) = -11.048 / -11.048